# 1
Molecular formula: C2H14NO3
Method: DFT, ωB97M-V/def2-TZVPD

Output
**Net charge**: 0
**ΔE to the lowest compared entry with this formula, charge and spin**: 83.1 kJ/mol
**DFT total energy**: -9929.81643 eV
**2S+1**: 2
**HOMO-LUMO gap (spin up / spin down)**: 3.001 / 11.797 eV
**Expectation value of S²**: 0.7506

Each line ends with the Löwdin charge.
Positions of all 20 atoms, in Å:
C 0.1633 0.4061 1.4190  -0.344
H 0.9329 0.6321 -2.2846  0.015
O 1.2055 1.4614 -1.8653  -0.115
H -2.7237 -3.6891 -0.7284  0.027
O -2.3921 -3.6034 0.1836  -0.121
H -0.3884 -0.4702 -4.6059  0.092
O -0.0412 -0.8334 -3.7064  -0.132
H 1.3645 2.0451 1.2844  0.055
H 1.3843 2.1168 -2.5395  0.045
H -0.7195 1.1340 3.3452  0.075
H -0.7260 -0.1150 1.1323  0.097
C 0.1328 0.5983 2.8711  -0.212
H 1.0429 -0.1568 1.0592  0.102
H -1.6339 -4.3108 0.2062  0.089
H 1.0753 1.0387 3.3177  0.063
H -0.2498 2.4553 1.0680  0.039
H 0.6209 1.5904 -0.1880  0.044
N 0.4059 1.7814 0.7792  0.039
H 0.4116 -1.6313 -4.0709  0.050
H 0.1348 -0.4495 3.3230  0.092

Cartesian forces, eV/Å:
C 0.732 1.187 -0.731
H -0.005 0.179 -0.396
O -0.030 -0.490 0.445
H 0.121 0.120 0.505
O 2.074 -2.162 -0.508
H 0.655 -0.509 2.507
O -0.323 -0.057 -3.248
H -0.493 0.250 -0.752
H 0.000 0.078 -0.315
H 0.417 -0.262 -0.841
H -0.525 0.162 -0.846
C 1.091 -1.409 3.666
H -0.357 0.000 0.447
H -2.182 2.061 0.013
H -0.952 -0.193 -0.817
H -1.544 1.385 -0.157
H -0.224 1.002 -1.261
N 2.061 -3.071 1.790
H -0.265 0.640 0.839
H -0.250 1.088 -0.340


# 2
Molecular formula: C18H38N3OPSSiW
Method: DFT, ωB97M-V/def2-TZVPD

Output
**Net charge**: 0
**ΔE to the lowest compared entry with this formula, charge and spin**: 156.0 kJ/mol
**DFT total energy**: -55622.55919 eV
**2S+1**: 3
**HOMO-LUMO gap (spin up / spin down)**: 5.664 / 7.115 eV
**Expectation value of S²**: 2.0220

Each line ends with the Löwdin charge.
Positions of all 64 atoms, in Å:
H -0.3218 -0.8316 -5.2548  0.047
C 1.1593 -4.7730 -1.6284  -0.096
H -2.8565 -0.2949 -3.5547  0.049
H 0.9657 -1.2127 -4.1139  0.033
H -2.2104 -0.9668 2.0122  0.086
H -0.0396 2.7748 -3.7804  0.034
C -2.2862 0.5955 -3.8388  -0.274
C -2.2758 3.3807 0.5257  -0.036
H -2.1258 -1.6441 5.0106  0.090
H 3.3494 -0.3735 3.7715  0.080
H 4.0849 2.0531 -1.0604  0.008
C -1.1588 -1.1141 5.0167  -0.047
C 1.4592 0.2545 5.2529  -0.033
H -0.6543 -1.8697 -3.8765  0.045
H -2.2985 0.6529 -4.9356  0.050
C 2.5396 -0.1753 3.0614  -0.099
C 1.1511 -3.4464 -1.2121  -0.046
H 2.7223 2.9416 -1.8725  0.006
C -0.0752 -2.9164 -0.7418  -0.434
C -0.2046 4.1418 -0.7916  -0.051
H 2.9254 -0.2574 -0.2166  -0.087
P -0.5840 0.4715 -3.2306  0.669
C 3.0088 2.3030 -1.0238  -0.343
H -3.1144 -0.6851 3.5265  0.084
H -3.3419 3.3982 0.2936  0.077
H -2.0142 4.2412 1.1448  0.069
H -2.1683 -5.5967 -0.7421  0.107
C -0.0394 -5.5116 -1.4545  -0.119
H -0.0903 4.7828 0.0802  0.073
H 1.9922 -2.7478 -1.3074  0.098
H -2.1068 2.5268 1.2290  0.047
H 2.5386 0.3183 5.4351  0.083
H 2.5659 -0.9358 2.2659  0.084
H 2.5393 0.1374 -2.6318  -0.084
H 2.6970 0.8234 2.6124  0.075
H -0.1244 4.7445 -1.7090  0.088
H 1.3652 1.7007 -4.0689  0.025
H -2.7624 1.4861 -3.4261  0.021
H -0.3133 -1.8221 5.1193  0.100
H 0.6916 3.4658 -0.8027  0.047
C -2.2708 -0.3319 2.9206  -0.082
H -1.1649 -0.3698 5.8493  0.101
C -1.2351 -5.0033 -0.8822  -0.102
S 0.1174 0.7480 1.6609  0.587
C 0.1198 -0.1176 3.2069  -0.610
H 0.0859 1.6248 0.0101  -0.267
C 0.2779 1.7949 -4.1477  -0.261
H -2.4801 0.7106 2.6255  0.066
N -1.0613 -0.4326 3.7327  -0.190
H 2.0795 -5.2173 -2.0753  0.109
C -0.0954 -0.9914 -4.1968  -0.273
H 0.9844 -0.4802 5.9214  0.064
H -0.0413 -6.5540 -1.7491  0.081
C -1.6047 3.6008 -0.8374  -0.483
H -2.0599 -3.0991 -0.0627  0.097
N 1.3032 -0.2505 3.8578  -0.201
H 0.0268 1.7235 -5.2138  0.049
Si 2.1982 0.6042 -1.2250  0.297
O -2.0018 3.0884 -1.8796  0.000
W -0.0880 0.1724 -0.7292  0.698
C -1.2306 -3.6816 -0.4730  -0.065
H 2.7559 2.7657 -0.0579  0.012
H 1.0203 1.2735 5.3277  0.110
N -0.2241 -1.5973 -0.6660  -0.262

Cartesian forces, eV/Å:
H -0.015 0.145 0.057
C -0.500 -0.103 0.443
H 0.143 0.145 0.134
H 0.088 0.036 0.171
H 0.109 0.482 0.438
H 0.057 -0.140 0.025
C -0.507 0.257 -0.148
C -1.042 1.008 -0.049
H 0.630 0.041 0.252
H -0.044 -0.085 -0.318
H -0.278 0.646 -0.012
C -0.365 0.095 0.329
C -0.303 -0.329 -0.622
H 0.001 0.010 0.201
H 0.106 0.040 0.197
C 0.254 0.139 -0.046
C -0.622 -0.156 -0.117
H 0.261 0.050 0.349
C 0.109 -1.139 0.413
C 0.659 1.500 -0.619
H 0.255 -0.022 -0.357
P 0.211 -0.223 -0.145
C 0.392 -0.474 -0.238
H 0.260 0.104 -0.110
H -0.182 0.029 0.366
H -0.294 0.191 0.017
H 1.090 0.194 -0.282
C -0.132 -0.511 -0.028
H 0.158 0.197 -0.020
H -0.325 -0.415 -0.076
H 0.601 0.167 -1.505
H -0.471 -0.034 0.193
H -0.192 0.386 0.303
H 0.351 0.026 0.306
H -0.140 -0.455 0.170
H 0.259 0.145 0.272
H -0.178 -0.053 0.215
H -0.028 -0.131 -0.011
H -0.592 0.300 0.050
H -1.512 -0.009 0.041
C -0.631 0.004 -0.279
H 0.030 -0.705 -0.453
C 0.393 -0.114 0.074
S 0.342 -0.050 0.904
C 0.024 0.032 -1.256
H 0.227 2.845 0.142
C -0.036 0.238 -0.213
H 0.237 -0.511 0.062
N 0.556 -0.232 0.370
H -1.002 0.226 0.450
C 0.209 -0.319 -0.158
H 0.430 0.790 0.150
H 0.022 -0.011 -0.110
C 1.808 -3.938 0.385
H 0.045 -0.565 -0.175
N -0.121 0.279 0.455
H -0.067 -0.008 0.186
Si 1.100 0.139 -0.031
O -0.505 1.171 0.969
W -2.248 -1.021 -0.798
C 0.751 0.067 -0.568
H 0.095 -0.101 -0.363
H 0.156 -0.669 0.190
N -0.085 0.399 -0.170


# 3
Molecular formula: C22H31N3O4S
Method: DFT, ωB97M-V/def2-TZVPD

Output
**Net charge**: 0
**ΔE to the lowest compared entry with this formula, charge and spin**: 97.7 kJ/mol
**DFT total energy**: -46813.49822 eV
**2S+1**: 1
**HOMO-LUMO gap**: 9.244 eV

Each line ends with the Löwdin charge.
Positions of all 61 atoms, in Å:
O 3.0647 1.9938 0.0453  0.044
O -5.0767 -1.8721 1.4715  0.063
H 6.8870 0.6347 -1.8115  0.110
C -2.9215 3.0557 0.3815  -0.019
H 6.2962 -1.0173 -1.8316  0.105
H -4.2961 0.2200 2.4558  0.141
H -4.2187 -4.3583 -1.4317  0.075
H -5.2764 -2.2558 -2.1962  0.118
H -0.2145 4.7137 -0.7963  0.104
H 6.6731 -2.4227 -0.0329  0.112
C 3.0835 0.7932 0.2667  -0.509
H -2.0276 -1.3211 1.3148  0.147
C -3.0537 -0.3007 -2.3180  -0.047
C 4.8183 0.4944 -1.3525  -0.134
H -2.2158 -0.4555 -1.6437  0.063
H -4.8433 1.1774 1.0667  0.127
H 1.5929 0.9912 1.7773  0.114
H -4.2751 0.9135 -1.0343  0.098
C 2.0889 0.1911 1.2344  -0.090
C 6.2384 -0.0713 -1.2898  -0.176
H -2.9948 -3.0811 -1.4218  0.067
C -2.3231 1.8124 0.5535  -0.176
C -2.1386 4.0785 -0.1096  -0.086
H -2.8325 0.5603 -2.9432  0.083
C 6.3961 -1.6599 0.6988  -0.208
C -5.0330 -2.3895 -1.1414  -0.194
S 0.7978 -0.6509 0.2358  0.698
H 2.4948 -0.5451 1.9184  0.099
H -3.1491 -1.1732 -2.9583  0.072
H 0.8622 2.5156 -0.4782  0.097
H 4.8364 1.5742 -1.1865  0.121
N -4.6628 -1.0896 -0.5941  -0.062
C -0.7901 3.8823 -0.4196  -0.076
H -5.9247 -2.7361 -0.6105  0.122
O 1.1314 -0.5374 -1.1594  -0.278
C -1.8526 -0.3110 1.0003  -0.019
C -0.1820 2.6585 -0.2488  0.002
N 3.9304 -0.0512 -0.3431  -0.060
C -0.9561 1.6072 0.2395  -0.143
H 4.3881 0.3106 -2.3442  0.135
H -5.1807 0.0226 -2.2561  0.125
O 0.6366 -1.9863 0.7575  -0.315
C -3.9223 -3.4209 -0.9688  -0.063
H -3.7496 -3.5973 0.0891  0.071
H -3.9592 3.2260 0.6293  0.105
C -4.6930 -0.9738 0.7472  -0.457
C -4.2039 0.3460 1.3704  -0.024
H 6.3588 0.4990 0.7886  0.118
C 6.7525 -0.2827 0.1366  -0.195
H 2.9756 -1.8566 0.1012  0.088
H -2.5757 5.0552 -0.2539  0.101
C -0.6903 0.2402 0.5394  -0.240
H 4.3230 -1.9594 -1.0168  0.139
H 7.8409 -0.1924 0.1327  0.107
H 6.9895 -1.8404 1.5982  0.108
C 4.9203 -1.8162 1.0588  -0.166
H 4.6921 -1.1654 1.9059  0.110
H 4.7361 -2.8461 1.3694  0.116
C 3.9773 -1.4759 -0.1016  -0.143
C -4.3469 -0.0446 -1.5453  -0.191
N -2.8394 0.6240 1.0104  -0.035

Cartesian forces, eV/Å:
O -0.160 0.277 0.096
O -0.038 -0.227 0.345
H -0.030 -0.045 -0.082
C -0.170 -0.022 0.031
H 0.062 -0.018 -0.061
H -0.054 0.028 -0.247
H 0.021 -0.140 -0.041
H -0.019 0.062 0.034
H 0.072 0.071 -0.037
H 0.052 -0.053 -0.012
C 0.152 0.110 0.040
H -0.091 -0.244 0.065
C -0.212 0.113 0.140
C 0.181 0.290 -0.229
H 0.084 -0.003 0.047
H 0.117 -0.039 -0.008
H 0.083 0.041 0.018
H -0.088 -0.024 -0.025
C -0.615 -0.052 -0.518
C -0.112 0.098 0.162
H 0.095 0.008 -0.082
C 0.628 0.372 -0.236
C -0.086 0.003 0.003
H 0.046 0.068 -0.112
C -0.139 0.224 0.245
C 0.006 -0.327 0.176
S -0.702 -0.321 0.184
H -0.041 -0.140 0.017
H 0.022 -0.108 -0.085
H 0.142 0.014 -0.035
H 0.013 -0.195 -0.105
N -0.122 -0.165 -0.148
C 0.120 0.059 -0.030
H 0.046 0.050 -0.168
O 0.043 0.448 0.051
C 0.394 -0.214 0.081
C -0.110 0.050 -0.040
N 0.296 0.075 -0.170
C -0.379 0.301 0.001
H -0.005 0.086 0.036
H 0.047 0.080 0.129
O -0.121 0.075 0.317
C -0.172 0.129 -0.020
H 0.029 -0.047 0.076
H -0.088 0.022 0.024
C -0.023 0.532 0.012
C -0.409 -0.283 0.339
H 0.052 0.099 0.086
C 0.161 -0.213 -0.185
H 0.212 -0.089 -0.112
H -0.049 0.072 -0.004
C 0.526 -0.420 0.077
H -0.123 -0.038 -0.011
H -0.017 0.067 0.038
H 0.032 -0.075 -0.029
C 0.110 -0.189 -0.317
H -0.080 -0.013 0.054
H -0.046 -0.028 0.077
C -0.015 -0.254 0.502
C 0.210 0.199 -0.261
N 0.260 -0.139 -0.091


# 4
Molecular formula: C33H24Cl5IN3Ru
Method: DFT, ωB97M-V/def2-TZVPD

Output
**Net charge**: 0
**ΔE to the lowest compared entry with this formula, charge and spin**: 20.3 kJ/mol
**DFT total energy**: -112373.73339 eV
**2S+1**: 2
**HOMO-LUMO gap (spin up / spin down)**: 7.386 / 7.162 eV
**Expectation value of S²**: 0.7606

Each line ends with the Löwdin charge.
Positions of all 67 atoms, in Å:
C 4.5735 -0.5207 0.2139  -0.037
H 3.5031 -2.9827 -0.4615  0.072
H 4.9607 3.5518 -1.5219  0.108
C 0.5206 -2.7533 -4.6001  -0.054
C 4.6140 3.2710 -0.5355  -0.086
C 0.7334 -3.2984 -1.8146  -0.181
H 0.0912 -6.4205 -3.0828  0.116
H 3.3367 2.3004 2.9708  0.110
H -2.5655 -0.0864 0.6293  0.038
Cl 0.1585 2.9016 -1.9340  0.699
H 6.4458 3.8220 0.4386  0.102
H 0.1740 -7.0007 -0.6799  0.109
C 0.7101 -3.6639 -0.4315  -0.597
H 2.6901 2.6120 -1.2338  0.051
C 0.3678 -4.0261 -4.1435  -0.027
C -2.9415 -0.1902 -2.8780  -0.702
Cl -2.0841 -1.9194 -1.0189  0.723
C -1.0381 0.5365 -1.5099  -0.301
C -2.0069 -0.4010 -1.8615  -0.668
H 3.8350 -0.4665 -3.1804  0.086
I 0.7905 -2.3545 1.2216  1.085
C 0.3205 -5.9816 -1.0116  -0.068
H -3.8803 0.6189 2.5218  0.104
C -1.0637 1.7047 -2.2723  -0.673
C 3.9313 -2.4086 -1.2848  -0.037
H 4.2447 0.9264 -2.1577  0.064
C -0.3182 1.8959 2.1531  -0.302
N 1.3406 -0.9422 -1.5086  -0.081
C 3.7968 -0.8981 -1.0458  -0.563
H 5.4103 -0.3823 -2.3751  0.095
C 3.3382 2.7511 -0.3799  -0.078
C 4.9901 3.0761 1.8276  -0.078
C 5.4462 3.4274 0.5647  -0.087
H -2.9645 2.1536 4.2401  0.099
H 5.5976 -0.8903 0.1335  0.092
C -0.7941 1.0346 1.1422  -0.206
H -0.6167 2.9830 3.9768  0.109
Cl -4.1085 -1.3965 -3.2674  0.678
C -2.1076 0.5819 1.3403  -0.121
C 0.5178 -4.9664 -0.0569  -0.172
H 0.9910 -0.7129 -4.0281  0.125
Cl -1.9314 3.4476 -4.1619  0.680
Cl -4.0741 1.2827 -4.8483  0.678
H 0.4200 -2.5250 -5.6524  0.110
C -2.9313 1.0017 -3.5934  -0.713
C 4.3483 -0.1515 -2.2705  -0.021
N 1.5643 1.8763 1.0448  -0.089
C 0.8373 -1.7296 -3.6886  -0.007
C 0.4680 -4.3271 -2.7606  -0.156
C -2.8635 0.9822 2.4293  -0.078
H 0.1490 -4.8361 -4.8279  0.115
H 4.1161 -0.9727 1.0962  0.082
H 3.4528 -2.7203 -2.2131  0.083
C 0.2778 -5.6619 -2.3331  -0.028
N 0.9723 2.3635 2.0414  0.095
H 4.9917 -2.6585 -1.3543  0.093
Ru 0.6226 0.4741 -0.2311  1.009
H 4.6086 0.5565 0.3556  0.055
C -1.9759 1.9669 -3.2855  -0.713
H 0.4918 -5.2218 0.9934  0.079
C 0.9739 -1.9985 -2.3565  -0.255
C 3.7085 2.5750 1.9937  -0.033
C 2.3444 -0.5122 -0.9098  -0.236
C -1.0696 2.3124 3.2579  -0.034
H 5.6351 3.1921 2.6887  0.105
C -2.3559 1.8504 3.3990  -0.095
C 2.8892 2.4069 0.8855  -0.266

Cartesian forces, eV/Å:
C -0.009 0.007 0.001
H 0.006 0.005 -0.001
H -0.002 -0.002 0.000
C 0.006 -0.022 0.031
C 0.037 0.018 0.016
C -0.025 -0.001 0.027
H -0.004 0.000 0.001
H 0.003 0.001 0.005
H -0.015 -0.010 0.001
Cl -0.020 0.010 -0.012
H -0.002 0.000 -0.004
H 0.004 -0.002 -0.003
C 0.004 -0.028 0.005
H -0.002 -0.013 0.005
C 0.002 0.027 0.003
C -0.009 -0.003 -0.014
Cl 0.007 -0.003 -0.009
C 0.023 0.133 -0.058
C 0.019 -0.061 0.063
H -0.005 0.013 -0.009
I -0.024 -0.077 0.097
C -0.008 0.002 -0.039
H 0.002 -0.003 0.001
C 0.012 -0.003 0.021
C 0.004 -0.001 -0.001
H -0.001 0.009 -0.017
C -0.015 -0.021 -0.008
N -0.192 -0.297 0.019
C -0.016 -0.090 -0.006
H -0.001 -0.003 -0.006
C -0.019 -0.015 0.008
C -0.030 -0.017 0.016
C 0.000 0.006 -0.041
H -0.005 -0.003 -0.003
H 0.003 0.001 -0.004
C 0.024 0.002 0.084
H 0.002 0.004 -0.005
Cl 0.004 0.002 -0.001
C 0.018 0.008 0.003
C 0.009 0.007 -0.025
H 0.004 0.000 0.001
Cl 0.002 0.000 0.005
Cl -0.005 -0.003 -0.003
H -0.003 0.004 0.001
C 0.020 0.022 0.018
C -0.008 0.012 0.049
N 0.004 0.043 0.062
C -0.014 -0.001 -0.026
C -0.010 0.013 -0.029
C -0.007 -0.007 -0.008
H 0.001 -0.004 0.005
H 0.008 0.005 0.005
H 0.005 0.000 0.002
C 0.008 -0.033 0.045
N -0.004 0.001 -0.027
H 0.002 0.005 0.004
Ru -0.065 0.145 -0.147
H 0.009 0.009 0.011
C -0.023 -0.025 -0.018
H 0.005 0.001 0.002
C 0.058 0.067 -0.146
C 0.002 -0.003 0.009
C 0.191 0.180 0.070
C -0.003 -0.007 0.004
H -0.004 -0.001 0.003
C 0.006 0.011 0.004
C 0.038 -0.015 -0.039


Copy entry 1 word for word.
Molecular formula: C2H14NO3
Method: DFT, ωB97M-V/def2-TZVPD

Output
**Net charge**: 0
**ΔE to the lowest compared entry with this formula, charge and spin**: 83.1 kJ/mol
**DFT total energy**: -9929.81643 eV
**2S+1**: 2
**HOMO-LUMO gap (spin up / spin down)**: 3.001 / 11.797 eV
**Expectation value of S²**: 0.7506

Each line ends with the Löwdin charge.
Positions of all 20 atoms, in Å:
C 0.1633 0.4061 1.4190  -0.344
H 0.9329 0.6321 -2.2846  0.015
O 1.2055 1.4614 -1.8653  -0.115
H -2.7237 -3.6891 -0.7284  0.027
O -2.3921 -3.6034 0.1836  -0.121
H -0.3884 -0.4702 -4.6059  0.092
O -0.0412 -0.8334 -3.7064  -0.132
H 1.3645 2.0451 1.2844  0.055
H 1.3843 2.1168 -2.5395  0.045
H -0.7195 1.1340 3.3452  0.075
H -0.7260 -0.1150 1.1323  0.097
C 0.1328 0.5983 2.8711  -0.212
H 1.0429 -0.1568 1.0592  0.102
H -1.6339 -4.3108 0.2062  0.089
H 1.0753 1.0387 3.3177  0.063
H -0.2498 2.4553 1.0680  0.039
H 0.6209 1.5904 -0.1880  0.044
N 0.4059 1.7814 0.7792  0.039
H 0.4116 -1.6313 -4.0709  0.050
H 0.1348 -0.4495 3.3230  0.092

Cartesian forces, eV/Å:
C 0.732 1.187 -0.731
H -0.005 0.179 -0.396
O -0.030 -0.490 0.445
H 0.121 0.120 0.505
O 2.074 -2.162 -0.508
H 0.655 -0.509 2.507
O -0.323 -0.057 -3.248
H -0.493 0.250 -0.752
H 0.000 0.078 -0.315
H 0.417 -0.262 -0.841
H -0.525 0.162 -0.846
C 1.091 -1.409 3.666
H -0.357 0.000 0.447
H -2.182 2.061 0.013
H -0.952 -0.193 -0.817
H -1.544 1.385 -0.157
H -0.224 1.002 -1.261
N 2.061 -3.071 1.790
H -0.265 0.640 0.839
H -0.250 1.088 -0.340